[1]
The following is a DFT calculation (wB97M-V/def2-TZVPD) of 2 unconnected molecules or ions with the total composition C4H7N3 at a distorted geometry.

Geometry (Å):
C -0.68050 1.02022 0.34049
C 2.23260 0.56778 -0.09814
C 1.26596 -0.57393 0.33134
C -0.03288 -0.25546 0.61408
N -1.33592 1.94539 0.14095
N -3.66130 0.10999 0.29087
N -2.84013 -0.57651 -0.28081
H 2.60155 1.13378 0.72589
H 3.05309 0.30885 -0.66100
H 1.83448 -1.39897 0.69392
H -0.68279 -1.03928 0.85407
H 1.62703 1.21200 -0.63694
H -4.14131 0.84991 -0.30459
H -2.55528 -0.21226 -1.23136

Its net charge is 0. As for the HOMO-LUMO gap: 0.350 hartree. As for the energy above the lowest of the compared OMol25 structures with the same formula, charge and spin: 331.7 kJ/mol. Its total energy is -8728.2416 eV. The maximum force is 3.8 eV/Å. The HOMO energy is -9.234 eV. Its SMILES is [H]/N=N\[H].C/C=C\C#N.

Which charges does natural (NBO) predict for the atoms? In e, they are:
1 C 0.26
2 C -0.65
3 C -0.07
4 C -0.34
5 N -0.33
6 N -0.26
7 N -0.31
8 H 0.23
9 H 0.22
10 H 0.21
11 H 0.26
12 H 0.22
13 H 0.29
14 H 0.29

---

[2]
The following is a DFT calculation (wB97M-V/def2-TZVPD) of a single C4H7O5PS molecule at a distorted geometry.

Geometry (Å):
O 2.70747 1.45970 1.79281
C 1.60152 0.89242 1.26247
C 0.10303 0.74384 1.97599
C -0.78895 0.68942 0.56601
O -2.07545 -0.02880 0.65095
C 0.21259 0.39383 -0.69579
P 0.09473 -1.23324 -1.68232
O -0.74667 -0.89761 -3.20889
O -0.72390 -2.53590 -0.86266
S 1.95019 -1.78258 -2.09054
O 1.56419 0.33923 -0.11921
H -0.09172 1.68843 2.66750
H -0.10102 -0.19067 2.65331
H -1.06775 1.83673 0.41097
H -2.38609 0.07532 1.61236
H 0.15055 1.38047 -1.32228
H -0.28910 -0.04237 -3.52648
H -0.11364 -2.78823 -0.08419

Its net charge is 0. As for the HOMO-LUMO gap: 0.328 hartree. As for the energy above the lowest of the compared OMol25 structures with the same formula, charge and spin: 203.5 kJ/mol. Its total energy is -34620.3773 eV. The maximum force is 9.6 eV/Å. The HOMO energy is -8.988 eV. Its SMILES is O=C1C[C@H](O)[C@H](P(O)(O)=S)O1.

Which charges does natural (NBO) predict for the atoms? In e, they are:
1 O -0.53
2 C 0.78
3 C -0.55
4 C 0.08
5 O -0.71
6 C -0.26
7 P 1.67
8 O -0.93
9 O -0.93
10 S -0.54
11 O -0.51
12 H 0.26
13 H 0.25
14 H 0.17
15 H 0.48
16 H 0.25
17 H 0.50
18 H 0.52

---

[3]
The following is a DFT calculation (wB97M-V/def2-TZVPD) of a molecular structure, C33H46Cl2NO2P3Pd at a distorted geometry.

Geometry (Å):
P 0.85731 4.82463 -3.22784
C 0.09254 5.73279 -1.98424
C 0.91274 6.88681 -1.90287
H 1.93503 6.83723 -2.28936
C 0.35912 8.06226 -1.43711
H 0.95883 8.97184 -1.44426
C -0.97234 8.04578 -0.97579
H -1.40265 8.99635 -0.61944
C -1.73823 6.86419 -0.95571
H -2.75694 6.90985 -0.57259
C -1.19833 5.67699 -1.44088
H -1.75375 4.74032 -1.40854
C 2.52158 4.27438 -2.90543
C 3.21958 4.31277 -1.67574
H 2.68656 4.53853 -0.74518
C 4.59736 4.07631 -1.67297
H 5.16644 4.15507 -0.74678
C 5.25680 3.78162 -2.87125
H 6.33457 3.63868 -2.88236
C 4.56050 3.67930 -4.07839
H 5.06169 3.47807 -5.02722
C 3.18756 3.87026 -4.08741
H 2.59985 3.79665 -5.01835
C -0.10667 3.89782 -4.38589
C -0.10707 4.91704 -5.37269
H 0.34892 5.88640 -5.09092
C -0.62584 4.66270 -6.62735
H -0.58971 5.45754 -7.37608
C -1.17647 3.39320 -6.87224
H -1.57819 3.20609 -7.87423
C -1.23055 2.39666 -5.88377
H -1.68918 1.43242 -6.12337
C -0.69830 2.64197 -4.60845
H -0.78254 1.90512 -3.80879
Pd 0.04961 0.05943 0.25954
C 1.55608 -0.91250 -0.88997
C 2.37127 -0.47759 -1.84579
H 1.58790 -1.97728 -0.56197
C 2.22176 0.93206 -2.54809
O 1.93908 0.69007 -3.95513
H 1.46385 1.47180 -4.32880
C 1.04179 1.64184 -1.97664
H 3.13618 1.50584 -2.39418
C 0.14277 1.25751 -1.09958
Cl -0.54215 -2.09094 1.33378
Cl -1.32821 1.79830 1.26418
P 1.38247 1.08164 1.84242
C 0.65861 0.56783 3.39781
H 0.46645 -0.52825 3.34727
H -0.32023 1.08521 3.51080
H 1.35376 0.83399 4.22220
C 2.98102 0.25971 1.77090
H 3.50968 0.56391 0.85982
H 2.81650 -0.82232 1.74595
H 3.54742 0.55029 2.66425
C 1.74807 2.84305 1.86272
H 0.81009 3.40762 1.78142
H 2.41313 3.10463 1.02559
H 2.25264 3.06558 2.81877
P 3.76562 -1.48789 -2.58839
C 4.10043 -2.89869 -1.55280
C 5.27112 -0.48948 -2.70105
H 3.17638 -3.45051 -1.34861
H 4.53873 -2.59073 -0.59563
H 4.80865 -3.59153 -2.02996
H 5.09123 0.41708 -3.29982
H 6.09233 -1.06084 -3.16941
H 5.59154 -0.19224 -1.69030
C 3.34596 -2.05026 -4.24071
H 2.55744 -2.81695 -4.18291
H 4.21563 -2.48562 -4.76336
H 2.96441 -1.18996 -4.81141
H -0.51818 2.06817 -1.07859
C -3.90953 -2.81866 -0.85765
N -3.31008 -1.50432 -0.83347
C -3.53469 -0.70859 0.32629
C -2.51008 -1.03525 -1.82452
C -2.27170 -1.96919 -2.98620
O -2.01019 0.09992 -1.78585
H -4.56601 -2.91540 0.02009
H -3.15627 -3.63068 -0.81579
H -4.52070 -2.97092 -1.76845
H -2.73476 -0.90101 1.06991
H -3.52784 0.36276 0.09417
H -4.49216 -1.01063 0.77812
H -1.68435 -1.44088 -3.76200
H -1.69198 -2.86198 -2.66419
H -3.22545 -2.31422 -3.44218

Its net charge is +2. As for the HOMO-LUMO gap (spin up / spin down): 0.264 / 0.164 hartree. As for the energy above the lowest of the compared OMol25 structures with the same formula, charge and spin: 310.1 kJ/mol. Its total energy is -96922.8131 eV. The maximum force is 5.6 eV/Å. The HOMO energy (spin up / spin down) is -11.982 / -12.900 eV. As for the spin multiplicity: 5.

Which charges does Mulliken predict for the atoms? In e, they are:
1 P 0.19
2 C 1.28
3 C -0.68
4 H 0.39
5 C -0.81
6 H 0.43
7 C -0.39
8 H 0.40
9 C -0.68
10 H 0.45
11 C -0.60
12 H 0.51
13 C 0.48
14 C 0.09
15 H 0.66
16 C -0.83
17 H 0.48
18 C -0.55
19 H 0.48
20 C -0.82
21 H 0.48
22 C -0.73
23 H 0.36
24 C 1.09
25 C -0.69
26 H 0.43
27 C -0.71
28 H 0.43
29 C -0.59
30 H 0.39
31 C -0.69
32 H 0.48
33 C -0.38
34 H 0.79
35 Pd -1.46
36 C -1.21
37 C 0.79
38 H 0.59
39 C 2.09
40 O -0.68
41 H 0.10
42 C -0.23
43 H -0.49
44 C -1.43
45 Cl -0.40
46 Cl -0.35
47 P 1.13
48 C -1.17
49 H 0.30
50 H 0.35
51 H 0.46
52 C -1.32
53 H 0.14
54 H 0.33
55 H 0.56
56 C -0.94
57 H 0.38
58 H -0.01
59 H 0.51
60 P 1.38
61 C -1.25
62 C -1.20
63 H 0.42
64 H 0.40
65 H 0.41
66 H 0.26
67 H 0.48
68 H 0.39
69 C -1.24
70 H 0.43
71 H 0.46
72 H 0.29
73 H 1.68
74 C -0.98
75 N 0.33
76 C -0.96
77 C 0.72
78 C -1.38
79 O -0.61
80 H 0.32
81 H 0.32
82 H 0.33
83 H 0.22
84 H 0.24
85 H 0.41
86 H 0.25
87 H 0.30
88 H 0.43